1.
10
Properties=species:S:1:pos:R:3:forces:R:3:lowdin_charge:R:1 method="wB97M-V/def2-TZVPD" gap_ev=9.22 homo_ha=-0.327 de_lowest_kcal_mol=69.51 energy_ev=-30265.2626 lumo_ev=0.314 largest_force_ha_per_bohr=0.1032
C -0.03180 -0.52907 -0.11435 -1.4 -1.2 -2.2 -0.212
C 1.16867 -1.01808 0.88778 -4.0 3.4 0.7 0.005
C -0.93327 1.28495 -0.70687 3.6 -1.0 -1.4 -1.130
O -0.56939 -1.33851 -0.82368 1.0 1.2 1.4 0.000
Cl -2.47104 0.97844 -1.43858 0.0 -0.5 0.3 0.563
Cl -0.98797 2.52077 0.51782 0.1 0.0 0.1 0.508
H -0.19792 1.57691 -1.61842 -1.6 -0.6 2.5 0.080
H 0.78047 -1.90106 1.36442 -0.8 0.1 0.8 0.067
H 1.29779 -0.11512 1.54360 0.7 -1.4 -0.3 0.085
H 1.94447 -1.45923 0.38828 2.4 0.0 -1.8 0.034

2.
59
Properties=species:S:1:pos:R:3:forces:R:3:lowdin_spin:R:1 method="wB97M-V/def2-TZVPD" gap_ev="4.14 / 4.12" homo_ha="0.040 / 0.040" de_lowest_kcal_mol=0.00 energy_ev=-60470.2207 lumo_ev="5.220 / 5.203" spin_multiplicity=2 largest_force_ha_per_bohr=0.0621 charge=-2
Yb -0.15222 0.35914 -0.24976 -0.6 -0.6 -0.4 0.003
C -2.46888 1.64330 0.41243 0.3 0.6 -0.6 0.000
C -1.37466 2.49356 0.74916 -0.6 0.5 -0.5 0.000
C -0.78081 2.94819 -0.46386 -1.0 0.1 0.0 0.000
H -1.07506 2.78022 1.75684 0.0 -0.2 -0.3 0.000
C -1.48998 2.36289 -1.55409 -0.2 0.2 0.7 0.000
C -2.53751 1.56030 -1.01258 0.1 0.4 0.4 0.000
H -3.30478 1.03750 -1.58013 0.3 -0.1 0.1 0.000
H -3.17365 1.21137 1.11569 0.2 0.0 -0.2 0.000
H 0.01904 3.68201 -0.55114 0.0 -0.4 0.1 0.000
H -1.29193 2.54766 -2.60998 0.0 -0.2 0.3 0.000
C 0.15844 -2.25027 -1.00999 0.0 -0.1 -0.4 0.000
C -1.11407 -1.87354 -1.51670 0.3 -0.3 -0.6 0.000
C -0.90433 -0.98745 -2.60793 0.2 -0.4 0.0 0.000
H -2.07455 -2.24531 -1.16116 0.3 0.3 -0.1 0.000
C 0.49377 -0.79151 -2.75658 0.0 -0.2 0.0 0.001
C 1.15391 -1.57274 -1.76290 -0.2 -0.2 -0.2 0.001
H 2.23515 -1.69595 -1.65591 -0.4 0.1 0.0 0.000
H 0.33976 -2.96420 -0.20686 0.0 0.4 -0.2 0.000
H -1.68297 -0.58170 -3.25692 0.3 0.0 0.3 0.000
H 0.98522 -0.22487 -3.55242 -0.2 -0.1 0.4 0.001
O 1.37577 1.54368 0.67931 2.6 1.1 -1.4 0.022
C 3.15382 2.32876 -2.44822 -1.0 -0.5 1.3 0.535
C 3.27296 2.71323 -1.02088 0.6 0.7 0.5 0.076
C 2.06896 2.94840 -3.24738 -0.5 0.1 -0.2 0.086
C 3.86557 1.12395 -2.94272 0.1 -0.4 -0.2 0.084
C 2.52810 2.27420 0.45358 -1.4 -0.6 0.9 0.061
H 3.12118 3.80853 -0.99603 0.1 -0.2 0.0 0.015
H 4.33700 2.52555 -0.77410 -0.3 0.2 0.2 0.013
H 3.34902 1.77019 0.99042 0.3 0.1 -0.1 0.005
H 2.37723 3.28132 0.93044 0.4 -0.3 -0.4 0.004
H 2.46786 3.52389 -4.09937 -0.1 -0.1 -0.1 0.026
H 1.45655 3.63782 -2.63770 0.3 -0.3 -0.2 0.000
H 1.37783 2.18564 -3.65412 0.2 0.2 0.1 0.019
H 4.81315 1.37707 -3.45084 0.0 0.0 0.0 0.029
H 3.24157 0.58286 -3.67116 0.2 0.0 0.1 0.009
H 4.11870 0.42225 -2.12458 -0.2 0.3 -0.3 0.008
C -4.12931 -1.90349 0.96212 0.6 0.0 0.2 0.000
N -2.71759 -2.07881 1.28397 -0.1 -0.1 0.3 0.000
C -2.35138 -3.49009 1.30702 -0.2 0.4 -0.1 0.000
C -2.35306 -1.38155 2.53081 -0.3 0.1 -0.2 0.000
C -0.87047 -1.41076 2.83268 0.8 -0.7 1.9 0.000
C -0.34833 -1.88757 4.07196 -0.6 0.0 -0.9 0.000
C 1.03726 -1.90441 4.27335 -0.1 0.1 0.2 0.000
C 1.90209 -1.45027 3.27665 -0.2 0.1 -1.2 0.000
C 1.36763 -1.02448 2.02518 1.4 -1.0 2.7 0.000
C 0.01260 -0.96377 1.88940 -1.2 1.0 -2.7 0.000
H -4.36710 -2.44098 0.03504 0.1 0.1 0.1 0.000
H -4.35415 -0.83914 0.81665 0.1 -0.2 0.0 0.000
H -4.77618 -2.29539 1.76935 -0.2 0.0 0.0 0.000
H -1.26668 -3.60706 1.40610 -0.2 0.1 0.0 0.000
H -2.84662 -4.01767 2.14407 0.0 -0.1 0.0 0.000
H -2.67454 -3.95307 0.36507 0.1 0.0 0.2 0.000
H -2.68458 -0.33615 2.40146 0.2 -0.4 0.1 0.000
H -2.92322 -1.80952 3.38134 -0.1 -0.1 0.1 0.000
H -1.03931 -2.24814 4.84113 0.2 0.0 0.0 0.000
H 1.44998 -2.28003 5.21324 -0.1 0.1 -0.1 0.000
H 2.98191 -1.42179 3.42621 -0.1 -0.2 0.2 0.000
H 2.06589 -0.74181 1.23536 -0.2 0.1 0.1 0.000

Copy entry 1 word for word.
10
Properties=species:S:1:pos:R:3:forces:R:3:lowdin_charge:R:1 method="wB97M-V/def2-TZVPD" gap_ev=9.22 homo_ha=-0.327 de_lowest_kcal_mol=69.51 energy_ev=-30265.2626 lumo_ev=0.314 largest_force_ha_per_bohr=0.1032
C -0.03180 -0.52907 -0.11435 -1.4 -1.2 -2.2 -0.212
C 1.16867 -1.01808 0.88778 -4.0 3.4 0.7 0.005
C -0.93327 1.28495 -0.70687 3.6 -1.0 -1.4 -1.130
O -0.56939 -1.33851 -0.82368 1.0 1.2 1.4 0.000
Cl -2.47104 0.97844 -1.43858 0.0 -0.5 0.3 0.563
Cl -0.98797 2.52077 0.51782 0.1 0.0 0.1 0.508
H -0.19792 1.57691 -1.61842 -1.6 -0.6 2.5 0.080
H 0.78047 -1.90106 1.36442 -0.8 0.1 0.8 0.067
H 1.29779 -0.11512 1.54360 0.7 -1.4 -0.3 0.085
H 1.94447 -1.45923 0.38828 2.4 0.0 -1.8 0.034